Record 1
ORCA calculation (the ωB97M-V functional and the def2-TZVPD basis) on C4F12InO12S4 as an isolated structure at a distorted geometry.

Its highest occupied orbital energy is -7.404 eV.

Structure (ORCA input):
```
! wB97M-V def2-TZVPD RIJCOSX def2/J DEFGRID3
* xyz -1 1
O -16.08 -2.53 15.84
O -12.43 -6.78 18.54
F -11.11 -7.10 15.92
F -16.56 -5.63 22.62
F -12.37 -5.62 14.97
O -16.35 -7.08 19.16
C -15.38 -4.40 14.11
S -16.23 -5.97 20.05
S -19.34 -2.08 17.42
C -20.58 -1.90 18.79
O -18.17 -2.68 18.06
C -11.80 -5.99 16.13
F -15.85 -5.08 13.08
O -14.94 -5.26 20.08
F -15.54 -7.49 22.08
O -19.09 -0.74 16.94
F -20.09 -1.15 19.77
F -21.65 -1.27 18.30
F -15.21 -5.15 15.18
S -16.51 -2.99 14.51
F -10.96 -5.02 16.50
O -13.97 -7.29 16.77
In -15.55 -3.14 18.52
O -13.74 -4.98 17.58
C -16.50 -6.63 21.75
O -19.99 -2.90 16.44
O -17.25 -4.92 19.89
F -20.93 -3.09 19.24
O -17.84 -3.56 14.57
F -17.65 -7.31 21.79
O -16.38 -2.04 13.44
F -14.19 -3.90 13.74
S -13.14 -6.29 17.38
*
```

***

Record 2
ORCA calculation (the ωB97M-V functional and the def2-TZVPD basis) on C12H19CoIN5O4 as an isolated structure at a distorted geometry.

Its highest occupied orbital energy (alpha / beta) is 2.499 / -1.760 eV. Its expectation value of S² is 6.03.

Structure (ORCA input):
```
! wB97M-V def2-TZVPD RIJCOSX def2/J DEFGRID3
* xyz -2 5
N 1.81 -2.31 1.05
H 1.22 3.94 2.08
C -0.74 1.74 0.59
H -0.69 -1.50 -1.82
H -2.27 0.44 -1.07
H -1.18 4.66 2.00
H 2.48 -4.33 1.42
H -0.80 -0.63 -5.85
H 1.02 -0.54 -5.86
C 0.09 -0.02 -5.62
C 1.58 0.72 -0.78
N 0.49 -2.73 -0.60
C 0.96 2.88 2.02
H 1.71 2.34 1.43
H -1.48 -3.01 -1.27
N -2.00 2.07 0.21
H -0.22 -3.06 -2.54
N -0.84 0.00 3.09
C -2.37 3.29 0.72
H 3.27 -2.35 2.51
H -3.30 1.86 -1.40
I 0.18 0.63 -3.58
C 0.98 -1.71 0.16
H 0.12 0.93 -6.15
O -1.49 1.06 3.15
C -1.31 3.74 1.44
C 1.05 -3.94 -0.22
O -0.72 -0.64 1.88
H 2.83 -0.71 1.92
N -0.32 2.78 1.35
O 2.63 1.05 -1.21
H 0.80 -4.88 -0.68
C -0.54 -2.57 -1.62
Co 0.22 0.09 0.17
H 1.73 -1.59 3.03
C 2.45 -1.70 2.21
C -2.86 1.24 -0.62
H -3.33 3.74 0.55
O -0.29 -0.54 4.06
H -3.66 0.81 -0.01
C 1.88 -3.68 0.81
H 0.93 2.48 3.05
*
```

***

Record 3
ORCA calculation (the ωB97M-V functional and the def2-TZVPD basis) on the molecule C20H28N2O4 at a distorted geometry.

Its highest occupied orbital energy is -8.694 eV.

Structure (ORCA input):
```
! wB97M-V def2-TZVPD RIJCOSX def2/J DEFGRID3
* xyz 0 1
H 3.18 -1.85 -0.76
C -3.76 -1.37 0.65
H -5.11 -0.25 -1.64
O 0.87 -0.26 -4.77
H -3.82 -0.54 -2.85
C -1.35 0.53 -2.60
N 2.47 0.22 -3.07
C -1.21 1.74 -0.37
C 0.85 0.80 4.25
C 0.96 1.19 -1.56
C -0.02 -0.35 3.58
H -1.76 2.19 0.49
H -3.83 1.26 -0.44
C 1.14 0.11 -3.65
C 2.46 1.04 -1.89
H 1.70 0.29 4.79
H 0.26 1.46 4.94
C 0.46 2.38 2.15
H -3.90 -2.49 -1.22
O 3.39 1.54 -1.31
H -1.67 0.49 4.87
H 3.42 -1.51 -3.85
H -4.71 -0.79 0.81
C 2.85 -1.23 -2.92
H 0.31 -1.39 3.84
C 0.26 1.79 -0.42
H 3.09 -4.29 -1.89
H -3.80 -2.40 1.07
H 1.19 3.57 0.41
N -3.46 1.02 -1.36
C -1.55 -0.07 3.90
H -2.33 -1.67 -1.03
C -3.98 -0.31 -1.76
C 0.09 0.59 -2.61
H -2.02 0.60 3.12
C 3.75 -1.55 -1.68
O 4.20 -4.21 -3.54
H 0.33 3.44 2.53
H 4.44 -0.72 -1.38
H -0.55 1.92 2.17
H -1.89 0.05 -3.44
C 3.90 -3.76 -2.46
H -2.08 -1.05 3.95
H 2.09 2.51 3.62
H 2.17 2.10 0.67
H 2.18 1.02 2.53
C 1.12 2.48 0.71
C -2.04 1.11 -1.41
H 0.07 -0.27 2.45
H -2.93 -0.75 1.08
C -3.44 -1.51 -0.91
H 1.91 -1.86 -2.91
O 4.63 -2.67 -2.00
C 1.50 1.69 3.12
*
```

***

Record 4
ORCA calculation (the ωB97M-V functional and the def2-TZVPD basis) on a 2-piece molecular cluster, C3H8OS2 overall at a distorted geometry.

Its highest occupied orbital energy is -8.045 eV.

Structure (ORCA input):
```
! wB97M-V def2-TZVPD RIJCOSX def2/J DEFGRID3
* xyz 0 1
H -2.77 -1.43 -0.02
H 3.51 0.97 3.33
C 3.08 -0.06 3.22
O 1.70 0.62 1.39
H -1.94 -0.14 1.07
C 2.04 -0.31 2.39
H 1.90 -1.39 2.35
H 0.01 -0.05 -3.15
H 3.18 -0.56 4.15
C -2.49 -0.39 0.12
H 2.52 1.23 1.58
H -3.38 0.17 0.29
S -1.86 0.59 -1.48
S -0.17 -0.54 -1.97
*
```

***

Record 5
ORCA calculation (the ωB97M-V functional and the def2-TZVPD basis) on C13H26BBrCaCl5NO20P2 as an isolated structure at a distorted geometry.

Its highest occupied orbital energy is -5.599 eV.

Structure (ORCA input):
```
! wB97M-V def2-TZVPD RIJCOSX def2/J DEFGRID3
* xyz 0 1
Cl 6.09 1.69 -1.89
H -2.74 -2.86 -4.10
H -2.25 -3.82 1.39
B -0.22 -0.83 -4.60
Cl -0.69 -1.20 1.04
O -2.87 4.69 -5.02
H -0.61 -7.14 -2.00
P 1.06 2.52 6.14
H 1.66 -0.14 5.30
O 2.01 1.28 -4.58
H -0.01 1.21 -0.67
H 3.84 2.19 6.75
O 0.11 -2.21 0.38
O 0.29 -0.26 -3.45
O -0.41 2.21 6.75
H -4.26 4.67 -3.28
O -0.66 -5.74 2.22
C -0.94 -6.46 -1.23
O 0.83 1.72 4.80
H 0.69 -0.09 3.81
H -1.06 -3.27 -3.85
C -1.04 -5.61 1.07
O -1.93 -1.79 1.50
H -0.12 -0.05 5.39
Br -0.91 -4.34 4.13
C -0.49 2.74 -5.04
H 1.17 2.42 -0.32
C 0.76 0.27 4.84
C -1.78 -2.47 -3.77
H 0.08 -7.38 0.39
C 5.71 1.77 -3.61
C -2.30 -4.40 -0.63
O -0.21 2.24 -3.77
C -0.57 -6.58 0.05
O -1.93 2.80 -5.11
H 1.53 2.60 2.59
Cl 7.20 2.06 -4.53
O 0.03 -0.67 2.17
C -0.70 1.87 8.10
O 1.88 2.12 7.46
H 0.00 -0.31 -6.40
C 0.59 2.00 -1.13
C 3.18 1.52 7.30
C -1.83 -5.35 -1.66
O -0.98 -0.13 0.12
O -4.51 4.74 -2.32
H -0.02 2.81 -1.54
C -1.93 -4.52 0.63
O 1.27 3.93 5.83
P 0.99 1.19 -3.54
H -2.94 -3.60 -0.96
Cl 4.58 3.09 -3.90
O -2.16 -5.21 -2.82
O 0.54 -0.92 -5.79
H -0.18 2.13 -5.88
H -0.63 2.75 8.74
O 1.54 1.47 -2.13
H -1.87 -2.11 -2.75
H 3.11 0.57 6.79
O -1.46 -1.37 -4.66
H -5.41 4.40 -2.16
N -2.35 3.87 -4.35
H -0.11 3.76 -5.12
O 1.19 2.36 1.72
H -3.85 4.28 -1.76
H 3.59 1.36 8.30
Cl 5.01 0.24 -4.13
H -0.03 1.09 8.47
H -1.72 1.49 8.12
Ca 0.15 -1.26 -7.84
*
```

***

Record 6
ORCA calculation (the ωB97M-V functional and the def2-TZVPD basis) on C30H34As2O8P2RuS as an isolated structure.

Its highest occupied orbital energy (alpha / beta) is -13.659 / -13.781 eV. Its expectation value of S² is 6.03.

Structure (ORCA input):
```
! wB97M-V def2-TZVPD RIJCOSX def2/J DEFGRID3
* xyz 2 5
H -1.27 -0.21 -2.80
H 1.02 -0.68 -2.65
C 4.99 3.08 -0.89
H 0.65 -3.45 1.78
Ru 1.78 1.55 0.91
H -3.63 3.86 -3.27
H 4.89 3.03 0.20
H -4.91 -4.31 2.28
As -2.24 -0.10 -0.58
H 6.58 3.03 -2.35
H -2.02 -3.15 -0.64
H -2.20 3.83 2.22
C -4.07 -1.20 1.28
O 3.34 1.07 -0.22
H -6.80 1.16 -2.25
C -5.75 1.44 -2.20
S 3.75 1.90 -1.51
C 2.36 -0.02 3.42
H 0.36 -3.30 -2.51
H 3.23 0.33 3.96
C 4.98 0.80 -2.22
H 4.59 -0.21 -2.14
H 5.05 1.08 -3.27
H 3.48 -0.44 1.63
C -3.51 1.00 -1.46
O 2.01 5.96 0.61
P -0.52 2.90 1.20
H -2.02 2.46 -2.03
P 1.70 4.64 1.11
C -3.97 2.95 -2.78
H -3.19 -4.90 0.60
H 7.14 2.94 -0.69
C -0.95 -0.73 -1.89
O 2.19 3.38 0.30
O -2.00 3.07 1.66
C -3.12 -1.54 0.31
C 6.28 1.08 -1.47
H -4.30 -0.16 1.48
C -3.06 2.17 -2.09
C 2.50 -0.39 2.07
O 2.23 4.29 2.57
C -0.61 -4.94 -1.55
H 1.04 0.13 5.10
H -0.91 -0.75 3.85
O -0.41 2.22 -0.13
H -5.21 -0.27 -1.03
C -0.44 -5.03 0.84
H 7.13 0.66 -2.01
C 1.13 -0.14 4.05
H -1.47 -6.49 -0.34
C 0.15 -0.96 2.01
H -1.17 -1.79 -2.02
C 0.29 -3.85 0.84
H -5.46 -1.94 2.73
C -3.44 -3.86 0.79
C 0.12 -3.76 -1.55
H 0.75 0.55 -1.46
C 0.04 -0.63 3.35
C 0.56 -3.19 -0.36
O 0.33 2.07 2.20
H 2.30 5.05 3.15
H -0.71 -1.38 1.50
H 4.70 4.08 -1.22
C -4.86 0.64 -1.51
H -0.64 -5.53 1.78
C -5.31 2.59 -2.83
C 0.55 -0.50 -1.68
C 1.37 -0.84 1.33
H -6.01 3.21 -3.36
H 6.26 0.63 -0.48
C -0.90 -5.57 -0.35
C -4.40 -3.53 1.73
C -2.78 -2.87 0.08
As 1.69 -1.62 -0.48
H -0.95 -5.37 -2.48
O 0.08 4.38 1.21
C -4.71 -2.20 1.98
C 6.36 2.60 -1.38
*
```

***

Record 7
ORCA calculation (the ωB97M-V functional and the def2-TZVPD basis) on a 3-piece molecular cluster, C2H7N3O2 overall at a distorted geometry.

Its highest occupied orbital energy is -9.790 eV.

Structure (ORCA input):
```
! wB97M-V def2-TZVPD RIJCOSX def2/J DEFGRID3
* xyz 0 1
O -1.99 1.37 1.85
N -0.65 -1.47 -1.00
O 0.09 2.07 1.22
N -0.32 -0.50 1.19
C -0.88 1.50 1.52
H -2.13 -0.77 0.49
C -1.06 -0.92 0.22
H 0.79 0.64 -1.10
H 2.10 1.13 -0.02
N 1.75 0.61 -0.88
H -1.02 -2.07 -1.71
H 0.28 -1.68 -1.11
H 2.34 0.72 -1.63
H 0.68 -0.64 0.97
*
```

***

Record 8
ORCA calculation (the ωB97M-V functional and the def2-TZVPD basis) on a 2-piece molecular cluster, C12H17N overall at a distorted geometry.

Its highest occupied orbital energy is -7.944 eV.

Structure (ORCA input):
```
! wB97M-V def2-TZVPD RIJCOSX def2/J DEFGRID3
* xyz 0 1
H 1.90 1.20 3.83
N -2.21 -1.07 0.48
C 0.22 -1.64 -3.31
H 3.12 0.97 2.57
C -0.29 2.52 -0.61
H 0.78 1.39 1.61
C 0.56 -1.96 -1.83
H 1.61 -1.67 -1.66
H 1.20 -0.31 1.10
H -0.56 -2.24 -3.76
C 1.11 0.41 1.90
C -0.04 1.26 -1.15
H 0.29 -0.01 2.51
H -2.60 -1.43 1.33
C -1.45 -1.93 -0.29
H -2.54 1.44 1.73
C -0.39 -1.33 -0.92
H 0.83 1.16 -1.80
C -1.81 1.44 0.92
C -0.60 0.08 -0.66
H 0.58 -3.05 -1.76
H -1.47 3.51 0.93
C 2.19 0.59 2.97
H 0.00 -0.57 -3.42
H -1.58 -3.00 -0.26
H 2.52 -0.30 3.53
H 0.31 3.38 -0.86
C -1.18 2.58 0.45
H 1.09 -1.62 -3.96
C -1.58 0.19 0.39
*
```